(1)
# C5H5F3N2

A 2-piece molecular cluster, C5H5F3N2 overall in a non-equilibrium geometry (ωB97M-V/def2-TZVPD, the OMol25 dataset).

total energy	-16395.1064	eV
structure (SMILES)	FC(F)(F)C1=CC1.N=C=N
E_LUMO	0.7	eV
relative energy (zero: lowest compared OMol25 entry of this formula, charge and spin)	255.7	kJ/mol
charge	0

```
15
Properties=species:S:1:pos:R:3:forces:R:3
H 0.21736 1.07984 1.91949 0.2 0.2 0.1
F 3.96272 0.60786 -0.12842 -0.8 -0.6 -0.5
N 0.25261 -1.97303 -0.00474 0.3 1.3 -1.4
F 3.19233 -1.12660 0.89845 -0.4 0.2 -0.1
H -0.11690 1.13368 -1.19035 -0.3 -1.4 0.4
N -2.05167 -1.85318 0.57009 0.1 1.9 1.3
H -2.85851 -2.21176 0.20711 -2.2 -1.0 -1.3
H 0.95602 2.36314 -0.93305 0.8 1.3 0.5
C 0.76444 1.10175 0.99408 0.3 -0.3 -1.6
H 0.86167 -2.63964 0.40521 0.2 -0.6 0.3
C 0.66443 1.43852 -0.50731 0.5 -0.5 1.0
C 1.68426 0.57174 0.24404 -1.8 1.0 -0.9
F 2.77982 -0.92010 -1.19203 -0.1 0.2 -0.6
C -0.93842 -1.87818 0.14011 1.5 -1.9 1.1
C 2.86278 -0.23196 -0.07493 1.7 0.1 1.5
```
Forces are in eV/Å.

natural (NBO) charges in e: number 1, H, carries 0.236; number 2, F, carries -0.332; number 3, N, carries -0.762; number 4, F, carries -0.332; number 5, H, carries 0.191; number 6, N, carries -0.719; number 7, H, carries 0.397; number 8, H, carries 0.184; number 9, C, carries -0.111; number 10, H, carries 0.418; number 11, C, carries -0.415; number 12, C, carries -0.097; number 13, F, carries -0.291; number 14, C, carries 0.669; number 15, C, carries 0.964

---

(2)
# C5H10NO2

C5H10NO2 as an isolated structure in a non-equilibrium geometry (ωB97M-V/def2-TZVPD, the OMol25 dataset).

multiplicity	2
total energy	-10927.4246	eV
E_LUMO (spin up / spin down)	0.7 / -1.9	eV
relative energy (zero: lowest compared OMol25 entry of this formula, charge and spin)	315.0	kJ/mol
charge	0

```
18
Properties=species:S:1:pos:R:3:forces:R:3
C -0.06746 -0.15580 0.05876 1.4 1.4 -0.4
H -0.85618 -2.28964 -0.03164 0.2 0.0 0.1
C -0.31086 -1.63301 -1.98191 -3.9 1.1 -2.5
H -1.52653 -0.18843 1.43772 0.1 -0.8 0.1
O -0.06574 -0.73694 -2.76246 0.8 0.2 -0.6
O 0.49999 2.09734 1.99508 0.0 0.7 0.2
H -0.38433 0.71506 -0.53739 -1.0 -0.5 -0.4
H 1.59431 1.14490 0.27687 0.6 -0.3 0.6
H -1.17081 1.95944 0.84739 0.2 0.4 0.1
C -0.65375 1.50738 1.71657 0.2 -2.1 -0.2
H 2.00806 -0.64628 0.48392 0.4 0.3 0.1
N -0.52726 0.01988 1.44832 -0.9 1.1 -0.4
H -1.35504 1.58404 2.56343 0.2 0.3 0.2
C 1.46362 0.11870 -0.06488 -0.9 0.4 0.2
H 0.66972 -1.79243 -0.99365 0.5 -1.1 2.3
C -0.38841 -1.48042 -0.57651 1.7 -0.1 0.8
H -0.72502 -2.59268 -2.33885 0.7 -0.4 0.0
H 1.75391 0.20925 -1.11248 -0.1 -0.6 -0.1
```
Forces are in eV/Å.

natural (NBO) charges in e: number 1, C, carries -0.081; number 2, H, carries 0.245; number 3, C, carries 0.319; number 4, H, carries 0.340; number 5, O, carries -0.600; number 6, O, carries -0.259; number 7, H, carries 0.184; number 8, H, carries 0.226; number 9, H, carries 0.187; number 10, C, carries -0.001; number 11, H, carries 0.210; number 12, N, carries -0.610; number 13, H, carries 0.225; number 14, C, carries -0.620; number 15, H, carries 0.297; number 16, C, carries -0.427; number 17, H, carries 0.136; number 18, H, carries 0.228

---

(3)
# C17H13BrFNO3

One molecule with the formula C17H13BrFNO3 (ωB97M-V/def2-TZVPD, the OMol25 dataset).

total energy	-98233.3413	eV
structure (SMILES)	CN1C(=O)[C@@](O)(CC(=O)c2ccc(F)cc2)c2cc(Br)ccc21
E_LUMO	0.1	eV
charge	0

```
36
Properties=species:S:1:pos:R:3:forces:R:3
N -1.94724 -2.43154 1.61954 -0.1 -0.1 0.3
C -0.29821 2.49563 -1.66171 -0.1 -0.1 0.2
C -2.25184 -3.21183 2.79032 -0.1 0.0 0.1
O -2.16022 -1.87157 -1.76078 0.0 -0.1 -0.1
H -1.31040 1.39184 1.38330 0.0 -0.1 0.1
C -0.72697 -1.27944 0.06834 0.0 -0.3 0.1
C 0.41333 -0.74901 -0.48465 0.1 -0.3 0.2
H -1.59025 -4.07716 2.85907 0.0 0.0 0.0
O -3.94318 -2.69186 0.52081 -0.1 0.0 -0.2
C 0.82521 3.20034 -1.28275 0.1 0.1 0.2
C 0.45299 -1.91387 2.08763 -0.3 -0.1 0.0
C -2.87734 0.00894 -0.35413 0.0 -0.2 -0.4
H -3.28277 -3.55038 2.69634 0.1 0.0 0.0
C -2.25080 1.06457 -1.24368 -0.2 -0.1 0.3
C -2.12798 -1.35331 -0.46729 -0.2 0.3 0.4
H 0.68199 2.65275 2.05779 0.0 0.0 0.1
H -0.58982 2.44360 -2.70003 0.0 0.0 -0.1
H -3.08010 -2.02272 -2.01440 0.0 0.0 0.0
H 1.44191 3.71278 -2.00347 0.1 0.1 -0.1
H 2.51233 -1.32874 2.12211 0.1 0.0 0.0
H -3.90156 -0.16290 -0.69601 0.1 0.0 0.1
F 2.24227 3.92644 0.45041 0.0 -0.1 0.0
H -2.14793 -2.60379 3.69070 0.0 0.0 0.0
C -1.08128 1.81888 -0.72176 0.2 0.5 -0.1
Br 3.15397 -0.00218 -0.42178 -0.1 -0.1 0.0
C -2.81780 -2.25919 0.58196 -0.1 0.0 -0.2
H -2.90136 0.31810 0.68939 0.0 0.0 0.0
C 0.39482 2.59327 1.01979 0.2 0.2 0.0
C -0.70314 -1.88700 1.32974 0.5 0.4 -0.4
H 0.41276 -0.33648 -1.47992 0.0 0.1 -0.1
O -2.67748 1.25977 -2.35824 0.0 -0.1 -0.1
H 0.47981 -2.37248 3.06280 0.0 -0.1 0.1
C 1.59529 -1.33338 1.55372 0.1 0.1 -0.2
C 1.57026 -0.77798 0.28569 0.2 0.1 -0.1
C -0.72192 1.88302 0.62454 -0.1 0.1 -0.2
C 1.15813 3.23849 0.06088 -0.3 -0.1 0.0
```
Forces are in eV/Å.

natural (NBO) charges in e: number 1, N, carries -0.423; number 2, C, carries -0.131; number 3, C, carries -0.419; number 4, O, carries -0.682; number 5, H, carries 0.215; number 6, C, carries 0.004; number 7, C, carries -0.212; number 8, H, carries 0.206; number 9, O, carries -0.592; number 10, C, carries -0.285; number 11, C, carries -0.262; number 12, C, carries -0.516; number 13, H, carries 0.247; number 14, C, carries 0.576; number 15, C, carries 0.156; number 16, H, carries 0.234; number 17, H, carries 0.242; number 18, H, carries 0.488; number 19, H, carries 0.236; number 20, H, carries 0.232; number 21, H, carries 0.249; number 22, F, carries -0.316; number 23, H, carries 0.204; number 24, C, carries -0.197; number 25, Br, carries 0.056; number 26, C, carries 0.678; number 27, H, carries 0.224; number 28, C, carries -0.293; number 29, C, carries 0.159; number 30, H, carries 0.245; number 31, O, carries -0.527; number 32, H, carries 0.226; number 33, C, carries -0.203; number 34, C, carries -0.105; number 35, C, carries -0.143; number 36, C, carries 0.428

---

(4)
# C34H70Cl10N2O5PS

A 6-piece molecular cluster, C34H70Cl10N2O5PS overall in a non-equilibrium geometry (ωB97M-V/def2-TZVPD, the OMol25 dataset).

total energy	-194955.5484	eV
E_LUMO	-2.4	eV
charge	+1

```
123
Properties=species:S:1:pos:R:3:forces:R:3
H -1.81215 -5.08069 -5.63157 0.0 0.0 0.1
H 1.15565 0.24204 1.89711 -0.2 0.2 -0.2
H -0.45813 6.38148 1.55269 0.0 0.0 0.0
C 2.56857 -1.78867 -3.14816 0.1 -0.2 0.1
P 5.65442 0.45364 0.35072 0.0 -0.9 -0.4
O 4.99832 1.90791 0.29403 0.2 -0.3 0.1
H 3.93441 3.60096 -2.14540 0.0 0.0 0.1
C -2.21684 -0.68815 -1.94250 -0.3 -0.9 0.1
H 9.39664 -0.72820 -0.99504 0.1 0.0 0.0
H -1.25336 -2.27919 -0.87532 0.2 -0.2 0.1
H -5.68534 5.74260 3.19904 0.0 0.0 -0.1
H -0.41868 -5.87378 -3.67492 0.0 0.1 0.0
C -1.65501 -0.63484 2.39696 -0.2 0.1 -0.2
H -0.73791 4.83453 -0.43071 -0.4 0.2 0.2
C -6.25685 4.89604 2.82151 0.0 0.0 0.1
H -6.88890 4.52086 3.62260 0.0 0.0 -0.1
H 3.23621 0.01164 -1.14212 0.0 0.0 -0.2
C -4.28759 0.72093 -1.23410 -0.9 -0.4 -0.3
Cl 1.30748 4.30054 -1.15161 0.4 -0.2 -0.1
H 5.79379 2.50067 2.16266 0.2 -0.5 -0.1
H -2.56889 -0.44889 1.83360 -0.1 0.1 -0.2
C -0.87549 -4.60035 -5.35499 0.0 -0.2 -0.1
N -2.10827 -1.32861 4.63050 0.1 0.3 0.5
H 0.13078 -6.47923 -5.24023 0.0 0.0 0.0
C -1.05146 6.63340 0.67701 0.0 0.0 0.0
Cl -4.24430 -4.56410 5.25100 -0.2 -0.1 0.3
C 3.57780 4.48177 -2.67692 0.1 -0.1 0.0
H 1.51900 -4.62081 -1.07035 -0.1 -0.2 -0.1
H 4.66730 -1.71842 0.31277 0.2 -0.1 -0.2
C 2.33021 -2.67109 -0.71224 0.0 0.1 0.3
H -1.49848 -3.68682 3.05361 -0.1 -0.3 0.0
H -0.78072 1.66227 -0.96052 0.1 -0.5 0.0
H -4.79034 -6.46581 6.51573 0.1 0.0 0.0
H -3.22441 -3.42083 3.50521 0.2 -0.2 -0.3
C 7.59563 0.40774 -1.32369 0.4 -0.3 -0.7
H 0.60283 -2.13166 3.66708 0.1 -0.2 0.1
H -1.39987 0.28816 2.90273 0.1 0.2 0.1
Cl -1.29308 -3.19772 -4.32948 0.0 0.0 0.0
C 4.88457 2.55706 1.57801 -0.6 1.1 0.1
C -2.37961 -3.06112 2.92780 0.2 1.0 -0.1
Cl -6.16082 2.32753 1.87114 0.0 0.0 -0.1
H 5.23920 4.42641 0.59568 0.2 0.1 -0.1
C 4.32378 -0.73269 0.59792 -0.1 0.5 -0.5
H 2.69415 0.57153 0.42833 -0.1 0.3 -0.2
H 7.90850 -1.49522 -0.41123 0.1 -0.1 0.2
O 6.17517 0.17235 -1.12626 -0.3 0.5 0.2
H 3.99476 4.47078 -3.68254 -0.1 0.0 0.0
C 3.20437 -2.51792 -1.95841 -0.5 -0.2 -0.5
H -5.07884 3.90067 -0.82549 -0.1 -0.1 0.0
H -2.63771 -3.02994 1.87239 -0.1 -0.2 -0.2
H -4.59670 3.57848 3.09495 0.0 0.0 0.0
C 8.34820 -0.90679 -1.20759 -0.4 0.3 -0.1
C -3.74131 -0.56657 -1.89284 0.0 1.0 0.0
C -5.31310 3.83730 2.31592 -0.1 0.0 0.1
C 0.86817 -0.80170 2.04496 0.6 -0.4 0.1
H 3.02160 -2.14308 -4.06602 0.2 0.1 -0.2
H -3.54738 1.28816 -0.68310 0.2 0.0 0.1
H -5.94697 1.98465 -1.85424 -0.2 0.1 0.1
H 0.45864 -0.47202 4.14334 0.0 0.3 0.2
C -0.52037 -1.11782 1.49689 0.5 0.6 0.7
H 4.17580 -2.09292 -1.74186 0.2 0.2 0.2
O -4.13877 2.85347 -2.36814 -0.2 0.1 0.1
Cl -7.31266 5.51255 1.52569 0.0 0.0 0.0
H 2.68285 -0.70772 -3.12237 0.0 0.1 0.1
C -4.96227 1.70060 -2.21095 0.7 0.0 0.1
H -0.55876 -2.19868 1.40550 0.0 -0.1 -0.3
H 0.97027 0.32022 -1.00642 0.0 0.3 0.1
C -1.68831 -1.31425 -0.64113 -0.1 0.0 -0.7
Cl -4.77934 -6.90594 2.85274 0.0 0.0 0.0
H -1.72187 0.23069 -2.23982 0.0 0.2 0.1
O 6.68642 0.30118 1.36043 0.8 0.1 1.0
H 3.55149 4.11808 0.94185 -0.2 0.1 -0.1
Cl 1.63783 -4.92875 -4.33161 0.0 0.0 0.0
Cl 4.23898 5.91921 -1.86027 -0.1 0.0 0.0
H -3.26898 -7.20846 4.63576 0.0 0.0 0.0
C -4.96635 -6.18137 5.47995 -0.1 -0.1 0.1
C 0.68557 -0.67579 -0.71127 0.5 -0.4 0.1
C -2.04026 -1.65980 3.42166 -0.2 -0.9 -0.2
H 0.60551 -3.32681 -1.83582 -0.3 -0.1 -0.1
H 8.24797 -1.45107 -2.14132 0.1 -0.2 -0.1
C 1.91202 -1.34492 -0.03728 1.1 0.2 -0.2
H 1.51483 -2.03184 -3.25169 -0.2 0.0 0.0
H 7.99417 1.17475 -0.67105 -0.2 0.0 0.4
H -4.17915 -1.41936 -1.38415 0.2 -0.4 0.1
H -6.03807 -6.09200 5.32452 0.0 0.1 -0.1
C 1.14600 -3.61177 -0.93812 0.5 0.5 0.0
C 4.55924 4.00793 1.32936 0.0 0.1 -0.3
H 0.50176 -3.58097 -0.06342 -0.2 -0.2 0.1
H 7.69239 0.78056 -2.33722 -0.1 0.2 -0.2
H -0.42781 7.20063 -0.01182 0.0 0.0 0.0
H 2.94256 -3.15494 0.04472 0.2 0.0 0.2
C 1.02169 -1.13992 3.50653 -0.6 -0.6 0.0
H -2.52902 -1.52879 0.00292 0.0 0.4 0.6
S -0.97297 1.18583 0.28484 -0.4 0.6 0.7
H -1.99686 -1.40984 -2.72038 0.2 0.0 -0.2
H 1.72599 3.67967 -3.37694 0.0 0.0 0.0
H -2.25433 5.64842 -0.81933 -0.1 0.0 0.1
N -0.60233 -0.56284 0.08708 -0.4 0.3 -0.8
Cl -2.43164 4.31367 1.12047 0.4 -0.1 -0.2
C -1.56960 5.39957 -0.01310 0.1 0.0 -0.1
H -5.05394 0.41420 -0.52663 0.0 0.0 0.3
H 1.70871 5.43490 -3.18440 0.0 0.0 0.1
O 1.76554 -1.65854 1.34549 -0.6 0.1 -0.2
C -4.75916 4.03078 -1.86167 0.2 -0.4 -0.1
H 3.41910 -3.52809 -2.30182 0.0 -0.2 0.1
H -4.76540 4.17783 1.44529 -0.3 0.0 0.0
H 4.04570 2.13043 2.12787 0.1 -0.4 0.2
H 4.18965 -0.77332 1.67201 -0.2 0.1 0.2
H -4.72359 -8.19389 4.81320 -0.1 0.0 0.0
H 0.49218 -1.19261 -1.63870 -0.5 -0.2 -0.1
H -4.13119 -0.61441 -2.90468 0.0 0.0 -0.2
H 4.66177 4.59125 2.23739 -0.1 0.0 0.2
C -4.35316 -7.20268 4.55811 0.0 -0.1 0.0
C 2.07249 4.50452 -2.75675 0.1 0.0 -0.3
H 2.06146 -1.19321 3.80125 0.2 0.3 -0.1
H -4.02017 4.82175 -1.88224 0.1 0.2 -0.2
C 3.04820 -0.30159 -0.12042 -0.2 -0.2 0.8
H -2.39800 -2.13044 5.19174 -0.1 0.1 0.1
H -5.60938 4.28574 -2.49015 -0.2 0.2 0.1
Cl -2.37562 7.70426 1.19535 0.0 0.0 0.0
H -5.09602 1.23297 -3.18538 0.0 0.0 -0.2
C 0.00763 -5.58472 -4.63249 0.0 -0.1 0.0
H -0.40206 -4.22286 -6.25730 0.0 0.1 0.1
```
Forces are in eV/Å.

Here are the Mulliken charges for atoms 1 to 99, given in e: number 1, H, carries 0.353; number 2, H, carries 0.081; number 3, H, carries 0.319; number 4, C, carries -1.097; number 5, P, carries 0.562; number 6, O, carries 0.021; number 7, H, carries -0.078; number 8, C, carries 0.186; number 9, H, carries 0.347; number 10, H, carries 0.350; number 11, H, carries 0.325; number 12, H, carries 0.308; number 13, C, carries -0.569; number 14, H, carries -0.820; number 15, C, carries -0.509; number 16, H, carries 0.347; number 17, H, carries 0.388; number 18, C, carries 0.240; number 19, Cl, carries -0.168; number 20, H, carries 0.431; number 21, H, carries 0.628; number 22, C, carries -0.539; number 23, N, carries -0.681; number 24, H, carries 0.392; number 25, C, carries -0.482; number 26, Cl, carries -0.164; number 27, C, carries -0.122; number 28, H, carries 0.656; number 29, H, carries 0.411; number 30, C, carries -0.957; number 31, H, carries 0.310; number 32, H, carries 0.331; number 33, H, carries 0.308; number 34, H, carries 0.128; number 35, C, carries -0.410; number 36, H, carries 0.387; number 37, H, carries 0.571; number 38, Cl, carries -0.156; number 39, C, carries -0.190; number 40, C, carries -0.899; number 41, Cl, carries -0.201; number 42, H, carries 0.242; number 43, C, carries -0.817; number 44, H, carries 0.743; number 45, H, carries 0.299; number 46, O, carries -0.297; number 47, H, carries 0.383; number 48, C, carries -0.246; number 49, H, carries 0.073; number 50, H, carries 0.096; number 51, H, carries 0.375; number 52, C, carries -1.093; number 53, C, carries -1.663; number 54, C, carries 0.240; number 55, C, carries 0.461; number 56, H, carries 0.507; number 57, H, carries -0.094; number 58, H, carries 0.353; number 59, H, carries 0.408; number 60, C, carries -0.322; number 61, H, carries 0.016; number 62, O, carries -0.410; number 63, Cl, carries -0.189; number 64, H, carries 0.247; number 65, C, carries -0.720; number 66, H, carries 0.346; number 67, H, carries 0.843; number 68, C, carries -0.445; number 69, Cl, carries -0.182; number 70, H, carries 0.668; number 71, O, carries -0.848; number 72, H, carries 0.108; number 73, Cl, carries -0.145; number 74, Cl, carries -0.178; number 75, H, carries 0.323; number 76, C, carries -0.476; number 77, C, carries -2.500; number 78, C, carries 0.106; number 79, H, carries -0.047; number 80, H, carries 0.310; number 81, C, carries 3.312; number 82, H, carries 0.103; number 83, H, carries 0.395; number 84, H, carries 0.658; number 85, H, carries 0.341; number 86, C, carries -1.089; number 87, C, carries -1.041; number 88, H, carries -0.067; number 89, H, carries 0.422; number 90, H, carries 0.374; number 91, H, carries 0.737; number 92, C, carries -1.723; number 93, H, carries 0.538; number 94, S, carries -0.040; number 95, H, carries -0.894; number 96, H, carries 0.292; number 97, H, carries 0.175; number 98, N, carries 1.087; number 99, Cl, carries -0.123